# 1
Entry from the Open Molecules 2025 dataset: C23H26N11PPd as an isolated structure (wB97M-V/def2-TZVPD).

For the LUMO energy, the calculation gives -0.23 eV. The electronic energy is -53427.147 eV. The gap between HOMO and LUMO comes out at 5.781 eV. Its net charge is 0.

Last column: Löwdin charge in e.
Element x y z (Å)
Pd 0.1731 0.8938 0.0735  0.4406
N -1.1113 -5.3670 -8.1106  0.1479
C -0.9684 -4.7105 -7.1778  -0.1854
C -0.7872 -3.8817 -6.0109  -0.2348
C -0.9939 -4.4053 -4.7383  -0.0187
C -0.8223 -3.5963 -3.6278  -0.0120
C -0.4407 -2.2666 -3.7724  -0.2109
C -0.2330 -1.7508 -5.0469  -0.0097
C -0.4070 -2.5497 -6.1639  -0.0170
C -0.2444 -1.3996 -2.5648  -0.0475
C 1.0932 -1.2066 -2.2019  -0.2619
C 2.2229 -1.7623 -2.8868  -0.0400
C 3.3412 -1.3102 -2.2344  -0.0888
C 2.8614 -0.5000 -1.1683  -0.1899
N 1.5444 -0.4392 -1.1368  -0.0174
C -1.4304 -0.9169 -1.9961  -0.2600
C -2.7431 -1.2032 -2.4932  -0.0410
C -3.6302 -0.5439 -1.6792  -0.0915
C -2.8348 0.1319 -0.7170  -0.1875
N -1.5438 -0.0800 -0.8927  -0.0359
H -1.2898 -5.4396 -4.6251  0.1187
H -0.9835 -3.9914 -2.6326  0.1293
H 0.0646 -0.7158 -5.1572  0.1308
H -0.2507 -2.1511 -7.1571  0.1191
H 2.1892 -2.4185 -3.7426  0.1046
H 4.3745 -1.5136 -2.4704  0.0853
H 3.4602 0.0265 -0.4344  0.0936
H -2.9772 -1.8178 -3.3483  0.1044
H -4.7071 -0.5271 -1.7486  0.0847
H -3.1875 0.7777 0.0772  0.0920
C -0.5589 -0.3751 4.9642  -0.1361
N -0.4656 0.6959 3.8828  -0.0673
C 0.9884 1.2051 3.8112  -0.1079
N 1.9053 0.1280 3.6683  -0.1433
C 1.7271 -0.8643 4.7171  -0.1773
N 0.3770 -1.4179 4.7352  -0.1544
C 0.0897 -2.1840 3.4982  -0.3222
P 0.1740 -1.1945 1.8733  0.9975
C -0.9330 0.1511 2.5651  -0.3097
C 1.8438 -0.4670 2.3239  -0.3316
H -1.5804 -0.7524 4.9467  0.1367
H -0.3577 0.1187 5.9159  0.1370
H -1.0570 1.4861 4.1378  0.1761
H 1.1566 1.7404 4.7466  0.1389
H 1.0439 1.8792 2.9575  0.1006
H 1.9299 -0.4027 5.6866  0.1307
H 2.4363 -1.6744 4.5575  0.1315
H -0.9104 -2.6164 3.5899  0.0794
H 0.7929 -3.0182 3.4509  0.0817
H -1.9386 -0.2536 2.7007  0.0941
H -0.9784 0.9604 1.8145  0.0191
H 2.1055 0.2894 1.5901  0.0349
H 2.5835 -1.2684 2.2568  0.0928
N -1.5547 4.4216 -0.2571  0.0995
N -0.3039 3.8440 -0.1497  -0.3436
N 0.6293 3.8984 -1.0931  0.0948
C 1.5756 3.1440 -0.5981  -0.2554
N 1.2688 2.6425 0.6502  -0.1222
N 0.0046 3.0547 0.8918  -0.0408
H -1.7277 4.5762 -1.2425  0.0871
H -1.5485 5.3118 0.2295  0.0813
H 2.5143 2.9631 -1.0914  0.0971

Forces on atoms 1 to 2 (eV/Å):
0.0876 0.3057 -0.9169
0.0032 0.0219 0.0410

---

# 2
Entry from the Open Molecules 2025 dataset: one molecule with the formula C23H26N2O3 (wB97M-V/def2-TZVPD).

For the LUMO energy, the calculation gives 0.20 eV. The electronic energy is -33396.248 eV. Its SMILES is CCOc1ccc(CCNC(=O)c2cc(C)nc3ccccc23)cc1OCC. The gap between HOMO and LUMO comes out at 8.459 eV. Its net charge is 0.

Last column: Löwdin charge in e.
Element x y z (Å)
C -2.4287 -3.2659 -0.4312  -0.0594
C -3.5026 -2.7438 0.5193  -0.2386
O -3.8721 -1.4069 0.2541  -0.0777
C -3.0289 -0.3776 0.5872  -0.1877
C -1.8849 -0.5337 1.3590  -0.0075
C -1.0981 0.5462 1.7201  -0.0498
C -1.4323 1.8283 1.3158  -0.2484
C -0.5633 3.0091 1.6480  -0.1265
C 0.3543 3.3482 0.4644  -0.1580
N 1.2243 2.2396 0.1524  0.0814
C 2.5693 2.3454 0.0665  -0.4651
O 3.1748 3.3893 0.1884  0.0844
C 3.2306 1.0344 -0.2456  -0.0683
C 3.9222 0.8828 -1.4177  0.0504
C 4.4890 -0.3731 -1.7370  -0.3201
C 5.2417 -0.5471 -3.0170  -0.0349
N 4.3707 -1.4142 -0.9579  0.1526
C 3.7275 -1.2907 0.2204  -0.2147
C 3.6404 -2.4207 1.0593  -0.0139
C 3.0263 -2.3314 2.2774  -0.0793
C 2.4887 -1.1119 2.7166  -0.0826
C 2.5472 -0.0007 1.9207  -0.0379
C 3.1441 -0.0664 0.6468  -0.1013
C -2.5612 1.9875 0.5270  0.0473
C -3.3666 0.9196 0.1480  -0.1886
O -4.4619 1.2770 -0.5826  -0.0359
C -5.0539 0.3841 -1.5096  -0.2354
C -4.0999 -0.0108 -2.6317  -0.0552
H -1.5082 -2.6947 -0.3333  0.0692
H -2.7751 -3.1891 -1.4592  0.0760
H -2.2200 -4.3085 -0.2081  0.0780
H -3.1929 -2.8631 1.5646  0.1161
H -4.4293 -3.3065 0.3733  0.1259
H -1.5972 -1.5116 1.7105  0.1070
H -0.2273 0.3737 2.3343  0.0960
H -1.1812 3.8810 1.8651  0.1184
H 0.0473 2.7904 2.5255  0.1168
H 0.9985 4.1986 0.6990  0.1221
H -0.2572 3.5939 -0.4114  0.1253
H 0.7836 1.3374 0.0506  0.1381
H 4.0219 1.7104 -2.1037  0.1296
H 6.0974 0.1257 -3.0394  0.0825
H 4.6035 -0.3081 -3.8663  0.0808
H 5.5874 -1.5728 -3.1017  0.0761
H 4.0832 -3.3411 0.7123  0.1106
H 2.9642 -3.1974 2.9202  0.1020
H 2.0343 -1.0555 3.6953  0.1037
H 2.1627 0.9473 2.2681  0.1083
H -2.8569 2.9681 0.1866  0.1323
H -5.4400 -0.5063 -1.0061  0.1114
H -5.8938 0.9560 -1.9147  0.1233
H -3.2655 -0.5849 -2.2363  0.0632
H -3.7089 0.8779 -3.1221  0.0803
H -4.6268 -0.6166 -3.3638  0.0779

Forces on atoms 1 to 2 (eV/Å):
-0.2364 0.2886 0.1946
0.1951 -0.4444 -0.0253

---

# 3
Entry from the Open Molecules 2025 dataset: C23H26N2O5P2PdS3 as an isolated structure in a non-equilibrium geometry (wB97M-V/def2-TZVPD).

For the LUMO energy (spin up / spin down), the calculation gives -2.89 / -2.88 eV. The electronic energy is -92053.394 eV. The gap between HOMO and LUMO (spin up / spin down) comes out at 4.966 / 4.967 eV. Its net charge is 0.

Last column: Löwdin charge in e.
Element x y z (Å)
Pd -0.2557 -0.4685 -0.0854  0.3811
C 3.1563 -1.1318 1.3425  -0.2013
P 2.0539 -0.1946 0.2209  0.8693
C 2.9830 -0.1961 -1.3651  -0.2240
C 2.2701 1.5328 0.7739  -0.3726
C 3.5492 2.0094 1.0464  -0.0844
C 3.7419 3.2951 1.5134  -0.0565
C 2.6479 4.1191 1.7175  -0.0552
C 1.3764 3.6628 1.4228  -0.0846
C 1.1645 2.3728 0.9408  -0.3634
P -0.5310 1.8430 0.4341  0.9003
C -1.5899 2.8851 1.4985  -0.2024
C -0.5674 2.6505 -1.2128  -0.2400
H 4.1562 -0.7027 1.3405  0.0467
H 3.2050 -2.1675 1.0099  0.0429
H 2.7487 -1.1120 2.3521  0.0671
H 4.0070 0.1434 -1.2193  0.0509
H 2.4739 0.4599 -2.0713  0.0437
H 2.9842 -1.2068 -1.7704  0.0445
H 4.4109 1.3750 0.8922  0.0994
H 4.7402 3.6484 1.7211  0.1128
H 2.7881 5.1184 2.1028  0.1132
H 0.5399 4.3258 1.5763  0.0958
H -1.5335 3.9232 1.1731  0.0651
H -1.2558 2.7894 2.5318  0.0688
H -2.6263 2.5583 1.4361  -0.0055
H -0.2277 3.6821 -1.1326  0.0546
H -1.5873 2.6065 -1.5876  0.0290
H 0.0900 2.0980 -1.8880  0.0353
O -4.5405 1.9713 1.4317  -0.3029
S -4.6983 1.4278 0.1129  0.6668
O -5.5152 2.1640 -0.8040  -0.2699
N -3.2004 1.1473 -0.5806  -0.1266
C -3.1115 -0.0896 -0.9481  -0.8231
S -1.8677 -0.6817 -1.9411  0.6626
C -4.2060 -0.9855 -0.5384  -0.2449
C -4.3131 -2.3561 -0.7186  -0.0297
C -5.4438 -3.0007 -0.2412  -0.0506
C -6.4447 -2.2930 0.4099  -0.0469
C -6.3289 -0.9209 0.6105  -0.0213
C -5.2030 -0.2956 0.1337  -0.1963
H -3.5344 -2.9034 -1.2278  0.0907
H -5.5377 -4.0666 -0.3869  0.1115
H -7.3282 -2.8032 0.7618  0.1122
H -7.0936 -0.3588 1.1222  0.1249
N -0.0893 -2.9091 -0.5160  0.0566
C 0.1664 -3.2083 0.8303  -0.3795
C -0.5875 -2.5591 1.8212  -0.0801
C -0.2811 -2.7648 3.1569  -0.0472
C 0.7559 -3.6113 3.4797  -0.2483
C 1.5010 -4.2704 2.5311  -0.0542
C 1.2016 -4.0707 1.1928  -0.0519
S 1.2844 -3.7290 5.2341  0.4027
O 0.2138 -3.0773 5.9532  -0.3547
O 2.5306 -2.9837 5.1327  -0.3630
O 1.4115 -5.1572 5.4282  -0.3470
H 0.4388 -3.4646 -1.1784  0.1099
H -1.0801 -2.8459 -0.7562  0.0295
H -1.4494 -1.9310 1.5428  0.0949
H -0.8412 -2.2974 3.9516  0.1128
H 2.2934 -4.9335 2.8362  0.1230
H 1.7848 -4.5740 0.4329  0.1090

Forces on atoms 1 to 2 (eV/Å):
0.5356 -0.4333 -0.8658
-0.6118 -0.0995 -0.1711

---

# 4
Entry from the Open Molecules 2025 dataset: one molecule with the formula C23H26N2O7S (wB97M-V/def2-TZVPD).

For the LUMO energy, the calculation gives 0.26 eV. The electronic energy is -52421.477 eV. Its SMILES is CC(=O)c1ccc(NC(=O)COC(=O)CCc2ccc(S(=O)(=O)N3CCOCC3)cc2)cc1. The gap between HOMO and LUMO comes out at 8.670 eV. Its net charge is 0.

Last column: Löwdin charge in e.
Element x y z (Å)
C -4.1131 -2.8300 0.1230  -0.0080
C -4.1642 -1.6129 -0.7626  -0.4068
O -5.1947 -1.0098 -0.9682  0.0825
C -2.8777 -1.1778 -1.3628  -0.1832
C -1.7299 -1.9684 -1.3680  -0.0374
C -0.5618 -1.4913 -1.9232  -0.0150
C -0.5073 -0.2084 -2.4670  -0.2154
N 0.7094 0.1953 -3.0303  0.1550
C 1.0911 1.4350 -3.4086  -0.4415
O 0.4332 2.4464 -3.3311  0.0833
C 2.5222 1.4542 -3.9887  -0.0407
O 3.5151 1.2875 -2.9773  0.0275
C 3.8108 0.0572 -2.5722  -0.4930
O 3.2877 -0.9415 -3.0067  0.1024
C 4.8596 0.0662 -1.4880  -0.0695
C 4.3864 0.9402 -0.3148  -0.1289
C 2.9885 0.5722 0.1057  -0.2220
C 2.7323 -0.6688 0.6816  -0.0103
C 1.4514 -1.0081 1.0784  -0.0468
C 0.4236 -0.1020 0.9018  -0.2669
S -1.1826 -0.4491 1.5970  0.6893
O -1.3753 -1.8727 1.6580  -0.2811
O -2.1733 0.3691 0.9700  -0.2490
N -0.9216 0.1403 3.1387  -0.2387
C -0.5627 -0.7854 4.1878  -0.1668
C 0.2046 -0.0029 5.2579  -0.1860
O -0.5576 1.0763 5.7433  -0.1272
C -0.9254 1.9605 4.7084  -0.1831
C -1.7295 1.2353 3.6269  -0.1624
C 0.6506 1.1249 0.3117  -0.0391
C 1.9325 1.4557 -0.0938  -0.0118
C -1.6447 0.5925 -2.4569  0.0065
C -2.8141 0.0996 -1.9171  -0.0059
H -5.0710 -2.9559 0.6214  0.0862
H -3.9075 -3.7146 -0.4770  0.0895
H -3.3181 -2.7121 0.8563  0.0559
H -1.7417 -2.9603 -0.9473  0.1131
H 0.3263 -2.1085 -1.9375  0.1210
H 1.4027 -0.5453 -3.1094  0.1131
H 2.6287 0.6699 -4.7460  0.1381
H 2.7090 2.4371 -4.4234  0.1388
H 5.0214 -0.9644 -1.1729  0.1238
H 5.7905 0.4662 -1.8923  0.1300
H 5.0748 0.8036 0.5217  0.1246
H 4.4116 1.9869 -0.6177  0.1180
H 3.5421 -1.3675 0.8311  0.1212
H 1.2328 -1.9684 1.5174  0.1137
H 0.0543 -1.5717 3.7569  0.1153
H -1.4598 -1.2386 4.6323  0.1366
H 0.4212 -0.6341 6.1210  0.1289
H 1.1460 0.3686 4.8242  0.1293
H -1.5220 2.7439 5.1772  0.1293
H -0.0239 2.4005 4.2559  0.1294
H -1.9551 1.8884 2.7861  0.1202
H -2.6709 0.8642 4.0561  0.1372
H -0.1794 1.7973 0.1676  0.1229
H 2.1137 2.4121 -0.5617  0.1245
H -1.6044 1.5869 -2.8691  0.1052
H -3.7074 0.7048 -1.9033  0.1243

Forces on atoms 1 to 2 (eV/Å):
-0.2639 0.0951 0.1062
-0.0487 -0.2822 0.1291

---

- Which formula does entry 1 have?
  C23H26N11PPd